No. 1
61
Properties=species:S:1:pos:R:3 method="wB97M-V/def2-TZVPD" spin_multiplicity=2 e_above_lowest_kj_mol=0.0 molar_mass_g_mol=1110.38 gap_ha="0.1870 / 0.2026" total_energy_ha=-3292.4442
Re 1.52 1.25 0.39
O 1.23 3.97 4.14
C 1.91 3.18 3.29
O 2.64 3.57 2.44
C 1.69 1.73 3.57
C 1.43 1.25 4.83
C 1.47 -0.13 5.05
C 1.82 -0.97 4.01
C 2.04 -0.42 2.76
N 1.92 0.89 2.53
C 2.51 -1.23 1.56
O 2.76 -2.41 1.71
O 2.56 -0.54 0.48
H 1.47 4.88 3.93
H 1.22 1.94 5.64
H 1.27 -0.52 6.03
H 1.94 -2.04 4.13
Te 5.36 1.37 -0.97
Te 2.91 1.92 -1.72
Te 2.23 4.62 -1.36
Te 0.27 3.48 0.11
C -2.98 2.10 -1.06
Si -1.72 1.21 -2.17
C -2.72 0.09 -3.31
C -0.80 2.46 -3.28
Si -0.17 -0.06 -0.91
Si 0.65 -1.77 -2.33
C 1.00 -0.99 -4.02
C 2.20 -2.63 -1.71
C -0.71 -3.05 -2.54
Si -1.45 -1.00 0.86
C -3.21 -1.31 0.28
C -1.57 0.16 2.36
C -0.75 -2.65 1.45
H -3.07 3.15 -1.34
H -2.74 2.06 0.00
H -3.96 1.64 -1.19
H -3.46 0.69 -3.84
H -3.25 -0.69 -2.76
H -2.08 -0.39 -4.06
H -1.15 3.48 -3.10
H -0.99 2.23 -4.33
H 0.28 2.45 -3.13
H 1.90 -0.37 -3.99
H 0.18 -0.37 -4.37
H 1.17 -1.78 -4.76
H 3.06 -1.96 -1.71
H 2.41 -3.46 -2.38
H 2.10 -3.01 -0.70
H -1.66 -2.62 -2.87
H -0.88 -3.60 -1.61
H -0.40 -3.78 -3.30
H -3.72 -0.39 0.01
H -3.78 -1.79 1.08
H -3.23 -1.98 -0.58
H -1.90 1.16 2.08
H -0.62 0.27 2.89
H -2.30 -0.25 3.06
H -0.92 -3.42 0.69
H -1.29 -2.96 2.35
H 0.31 -2.65 1.67



No. 2
23
Properties=species:S:1:pos:R:3 method="wB97M-V/def2-TZVPD" smiles=C[C@H]1Cc2[nH+]ccn2C[C@@H]1Br charge=+1 e_above_lowest_kj_mol=0.0 molar_mass_g_mol=216.10 gap_ha=0.4051 total_energy_ha=-2995.3468
C 0.28 -2.31 -0.08
C -0.82 -1.43 0.50
C -0.24 -0.35 1.44
C 0.44 0.73 0.68
N 1.32 1.60 1.18
C 1.70 2.47 0.20
C 1.03 2.11 -0.92
N 0.25 1.03 -0.60
C -0.59 0.34 -1.53
C -1.65 -0.78 -0.59
Br -3.12 0.30 0.10
H 1.06 -1.72 -0.55
H -0.12 -3.00 -0.81
H 0.74 -2.90 0.72
H -1.49 -2.06 1.09
H 0.46 -0.81 2.14
H -1.04 0.09 2.03
H 1.64 1.63 2.14
H 2.41 3.26 0.36
H 1.04 2.53 -1.91
H -0.01 -0.28 -2.22
H -1.25 1.02 -2.06
H -2.04 -1.48 -1.32



No. 3
54
Properties=species:S:1:pos:R:3 method="wB97M-V/def2-TZVPD" molar_mass_g_mol=388.25 gap_ha=0.3161 total_energy_ha=-1312.9779
H -6.19 1.52 0.87
N -6.81 0.70 0.90
C -6.66 0.03 -0.16
C -5.73 0.38 -1.31
C -4.28 0.09 -1.00
C -3.38 1.14 -0.99
C -2.03 0.97 -0.70
C -1.11 2.18 -0.71
C -0.36 2.30 -2.00
O 0.75 2.63 -2.15
F -1.13 2.00 -3.05
C -1.59 -0.32 -0.39
C -2.49 -1.39 -0.41
C -3.83 -1.21 -0.73
B -4.82 -2.47 -0.79
N -5.23 -2.93 -2.08
O -5.23 -3.11 0.37
C -1.97 -2.73 -0.05
O -2.36 -3.76 -0.55
C -0.89 -2.72 0.97
C -0.02 -1.71 0.98
C -0.18 -0.61 0.00
O 0.77 -0.02 -0.46
H -7.27 -0.86 -0.27
H -5.84 1.44 -1.50
H -6.04 -0.16 -2.20
H -3.73 2.14 -1.21
H -1.73 3.08 -0.61
H -0.40 2.14 0.10
H -5.08 -2.24 -2.80
H -6.18 -3.27 -2.08
H -4.78 -3.96 0.40
H -0.83 -3.53 1.68
H 0.79 -1.66 1.69
C 6.02 1.59 3.20
C 5.28 0.42 2.55
C 5.97 -0.12 1.31
C 6.11 0.87 0.16
C 4.79 1.47 -0.34
C 3.82 0.43 -0.90
H 6.10 2.44 2.53
H 5.50 1.92 4.10
H 7.03 1.29 3.49
H 4.26 0.73 2.32
H 5.19 -0.39 3.28
H 5.43 -1.01 0.96
H 6.97 -0.47 1.58
H 6.61 0.37 -0.68
H 6.77 1.69 0.46
H 5.01 2.20 -1.12
H 4.30 2.02 0.47
H 4.28 -0.11 -1.73
H 2.91 0.90 -1.26
H 3.53 -0.31 -0.14



No. 4
13
Properties=species:S:1:pos:R:3 method="wB97M-V/def2-TZVPD" smiles="C/C(CO)=N/O" e_above_lowest_kj_mol=361.6 molar_mass_g_mol=89.09 gap_ha=0.3813 total_energy_ha=-323.6432
C -0.88 1.42 0.40
C -0.24 0.25 -0.27
C 1.22 -0.06 0.00
O 1.79 -1.09 -0.74
N -1.14 -0.56 -0.72
O -0.71 -1.92 -0.53
H -1.78 1.74 -0.12
H -1.22 0.95 1.33
H -0.23 2.25 0.67
H 1.32 -0.21 1.09
H 1.80 0.85 -0.23
H 1.15 -1.82 -0.71
H -0.92 -1.95 0.42



No. 5
42
Properties=species:S:1:pos:R:3 method="wB97M-V/def2-TZVPD" e_above_lowest_kj_mol=66.5 molar_mass_g_mol=673.21 gap_ha=0.2510 total_energy_ha=-8162.1483
V 0.47 0.17 -0.64
S 1.92 1.43 3.23
Sb 0.09 1.86 2.06
S 0.84 2.22 -0.39
S -0.71 -0.32 1.08
Se -0.59 0.08 -2.73
C -0.29 1.79 -3.55
C 0.98 2.27 -3.81
C 1.11 3.51 -4.42
N 0.08 4.27 -4.78
C -1.13 3.79 -4.55
C -1.38 2.56 -3.95
H 1.86 1.70 -3.54
H 2.10 3.91 -4.62
H -1.96 4.41 -4.86
H -2.39 2.23 -3.79
C 5.30 -2.30 -0.23
Si 4.38 -0.98 0.73
C 3.83 -1.54 2.42
C 5.22 0.70 0.70
Se 2.49 -0.77 -0.58
H 6.37 -2.27 -0.02
H 5.16 -2.18 -1.30
H 4.93 -3.29 0.05
H 4.68 -1.62 3.10
H 3.35 -2.52 2.36
H 3.12 -0.83 2.84
H 6.22 0.66 1.13
H 4.62 1.40 1.28
H 5.29 1.07 -0.32
O -0.20 -2.18 -1.27
N -0.77 -2.92 -0.36
C -2.11 -2.91 -0.25
C -2.73 -3.68 0.72
C -1.97 -4.44 1.58
C -0.59 -4.42 1.45
C -0.01 -3.65 0.47
H -2.62 -2.27 -0.96
H -3.81 -3.66 0.78
H -2.43 -5.04 2.35
H 0.05 -4.99 2.10
H 1.05 -3.54 0.29



No. 6
101
Properties=species:S:1:pos:R:3 method="wB97M-V/def2-TZVPD" charge=+1 molar_mass_g_mol=516.96 gap_ha=0.2551 total_energy_ha=-1744.7546
C 2.37 0.01 1.60
C 1.89 1.20 2.47
N 1.40 2.34 1.67
C 1.80 2.83 0.46
C 0.97 3.89 0.19
N 0.11 3.96 1.25
C -1.01 4.92 1.41
C -2.28 4.12 1.82
O -2.43 2.97 1.01
Si -4.00 2.30 1.07
C -3.98 0.51 0.44
C -4.71 2.23 2.82
C -5.07 3.30 -0.13
C 0.38 3.04 2.15
H 1.68 -0.82 1.72
H 3.38 -0.29 1.90
H 2.43 0.25 0.53
H 1.01 0.83 3.02
H 2.61 1.50 3.24
H 2.60 2.43 -0.14
H 0.99 4.54 -0.68
H -1.22 5.32 0.41
H -0.77 5.71 2.13
H -2.14 3.84 2.88
H -3.15 4.79 1.73
H -3.30 -0.12 1.03
H -3.79 0.48 -0.64
H -5.00 0.11 0.59
H -5.05 3.20 3.19
H -5.58 1.55 2.80
H -4.00 1.75 3.53
H -4.39 3.63 -0.93
H -5.87 2.65 -0.51
H -5.44 4.18 0.41
H -0.13 2.84 3.08
C -0.06 -1.87 -0.84
C 0.21 -3.37 -0.91
N 0.30 -3.86 -2.27
C 0.25 -5.31 -2.36
C 1.40 -6.11 -1.73
C 1.27 -3.21 -3.12
C 2.74 -3.20 -2.66
H -0.95 -1.60 -1.41
H -0.24 -1.58 0.20
H 0.78 -1.28 -1.20
H -0.61 -3.88 -0.41
H 1.12 -3.59 -0.33
H 0.16 -5.60 -3.41
H -0.69 -5.64 -1.90
H 2.31 -6.04 -2.32
H 1.13 -7.17 -1.69
H 1.61 -5.79 -0.71
H 0.96 -2.17 -3.26
H 1.22 -3.64 -4.13
H 2.84 -2.92 -1.61
H 3.30 -2.47 -3.25
H 3.22 -4.16 -2.81
C 0.53 -1.80 5.89
C -0.29 -0.53 5.72
N -1.61 -0.59 6.33
C -2.47 0.49 5.89
C -2.08 1.92 6.27
C -1.66 -0.91 7.74
C -0.89 -0.01 8.71
H -0.02 -2.67 5.54
H 1.45 -1.72 5.31
H 0.82 -1.96 6.93
H -0.43 -0.37 4.65
H 0.29 0.33 6.10
H -3.49 0.30 6.24
H -2.54 0.44 4.79
H -2.26 2.13 7.32
H -2.69 2.63 5.70
H -1.03 2.14 6.04
H -1.29 -1.94 7.87
H -2.70 -0.96 8.06
H 0.13 0.19 8.37
H -0.80 -0.51 9.68
H -1.39 0.93 8.88
C 0.21 -0.78 -6.00
C 1.70 -0.47 -5.89
N 2.44 -0.74 -7.10
C 3.88 -0.74 -6.91
C 4.55 0.57 -6.49
C 1.97 -0.07 -8.30
C 1.88 1.46 -8.28
H 0.05 -1.81 -6.34
H -0.26 -0.67 -5.03
H -0.30 -0.10 -6.69
H 2.10 -1.10 -5.09
H 1.82 0.57 -5.56
H 4.36 -1.11 -7.82
H 4.11 -1.50 -6.15
H 4.60 1.28 -7.32
H 5.58 0.37 -6.19
H 4.05 1.04 -5.65
H 0.97 -0.46 -8.54
H 2.58 -0.38 -9.15
H 1.40 1.84 -7.38
H 1.28 1.80 -9.13
H 2.86 1.93 -8.38



No. 7
12
Properties=species:S:1:pos:R:3 method="wB97M-V/def2-TZVPD" smiles="C=COC(C)=O" e_above_lowest_kj_mol=81.7 molar_mass_g_mol=86.09 gap_ha=0.3931 total_energy_ha=-306.4752
C -1.35 -0.47 1.70
C -1.51 -0.45 0.39
O -0.50 -0.32 -0.55
C 0.55 0.53 -0.34
C 1.62 0.28 -1.36
O 0.60 1.34 0.55
H -0.39 -0.30 2.18
H -2.21 -0.63 2.34
H -2.46 -0.61 -0.10
H 1.20 0.26 -2.37
H 2.07 -0.69 -1.17
H 2.38 1.06 -1.28



No. 8
92
Properties=species:S:1:pos:R:3 method="wB97M-V/def2-TZVPD" molar_mass_g_mol=662.03 gap_ha=0.2681 total_energy_ha=-4374.0452
C -2.36 -2.88 -0.01
C -3.28 -2.26 1.05
C -4.16 -1.14 0.48
C -3.45 0.21 0.40
C -3.42 0.93 1.75
C -2.60 2.23 1.81
C -1.28 2.26 1.03
P -0.03 0.95 1.36
C 0.30 0.42 -0.47
S 1.07 -1.20 -0.50
C 2.84 -0.82 -0.33
C 3.51 -1.97 0.44
P 0.03 1.30 3.63
N 1.41 0.27 3.78
O -1.20 0.32 4.19
H -1.59 -3.51 0.42
H -2.95 -3.48 -0.71
H -1.86 -2.11 -0.60
H -2.66 -1.86 1.87
H -3.91 -3.04 1.48
H -5.07 -1.02 1.08
H -4.49 -1.45 -0.52
H -3.99 0.85 -0.32
H -2.44 0.06 0.01
H -3.13 0.25 2.55
H -4.46 1.21 1.97
H -2.42 2.50 2.85
H -3.23 3.02 1.41
H -0.76 3.19 1.32
H -1.46 2.34 -0.05
H -0.34 -0.44 1.63
H 1.33 1.38 1.42
H -0.59 0.38 -1.10
H 1.00 1.16 -0.89
H 2.95 0.13 0.18
H 3.27 -0.73 -1.33
H 3.68 -1.71 1.48
H 2.88 -2.87 0.43
H 4.46 -2.24 -0.02
H 1.40 -0.20 4.68
H 1.45 -0.46 3.06
H -1.23 -0.52 3.73
C -7.18 5.16 3.24
S -6.15 3.74 2.84
O -4.86 4.28 2.33
C -7.09 3.21 1.40
H -6.72 5.66 4.09
H -7.21 5.83 2.38
H -8.18 4.82 3.50
H -7.12 4.03 0.68
H -8.10 2.93 1.71
H -6.58 2.35 0.98
C 3.13 -7.56 0.96
S 3.29 -5.87 0.37
O 2.02 -5.18 0.74
C 3.18 -6.25 -1.37
H 3.13 -7.53 2.05
H 2.19 -7.97 0.60
H 3.98 -8.14 0.61
H 2.24 -6.77 -1.57
H 4.03 -6.87 -1.66
H 3.20 -5.32 -1.93
C 5.11 2.87 2.87
S 4.26 2.22 1.43
O 5.23 1.33 0.74
C 4.21 3.75 0.50
H 5.28 2.05 3.55
H 6.07 3.29 2.55
H 4.49 3.63 3.34
H 5.22 4.12 0.34
H 3.60 4.48 1.03
H 3.75 3.51 -0.46
C 0.25 4.23 -2.68
S 1.87 3.45 -2.57
O 2.87 4.49 -2.93
C 1.68 2.38 -3.99
H 0.19 4.97 -1.89
H 0.16 4.71 -3.66
H -0.52 3.47 -2.54
H 1.48 2.98 -4.87
H 0.87 1.67 -3.80
H 2.62 1.84 -4.11
C 0.87 -2.36 -4.03
S 1.24 -3.88 -4.91
O 2.05 -4.72 -3.99
C 2.40 -3.15 -6.08
H 0.19 -2.60 -3.22
H 1.79 -1.95 -3.62
H 0.39 -1.66 -4.72
H 3.21 -2.68 -5.52
H 1.88 -2.43 -6.70
H 2.79 -3.96 -6.69



No. 9
17
Properties=species:S:1:pos:R:3 method="wB97M-V/def2-TZVPD" e_above_lowest_kj_mol=300.2 molar_mass_g_mol=102.13 gap_ha=0.3821 total_energy_ha=-346.9111
O -0.33 -2.34 0.31
C -0.88 -1.35 1.17
C -0.07 -0.10 0.92
C -0.01 0.42 -0.52
C -0.01 1.86 -1.04
O 1.26 1.63 -1.70
C 1.46 0.46 -0.86
H -0.81 -3.16 0.47
H -0.73 -1.63 2.22
H -1.95 -1.23 0.99
H 0.95 -0.43 1.10
H -0.35 0.69 1.62
H -0.54 -0.21 -1.23
H 0.03 2.61 -0.23
H -0.77 2.15 -1.77
H 1.78 -0.55 -1.16
H 2.10 0.78 -0.04



No. 10
19
Properties=species:S:1:pos:R:3 method="wB97M-V/def2-TZVPD" e_above_lowest_kj_mol=623.1 molar_mass_g_mol=121.14 gap_ha="0.3094 / 0.2789" total_energy_ha=-439.2886
C 0.28 0.93 -0.84
C 0.11 -2.32 0.83
C 0.49 2.42 -0.55
C -1.23 -0.74 1.53
N 0.89 -1.80 -0.10
O 0.58 0.15 0.23
O 1.11 0.58 -1.93
O -1.09 0.67 -1.18
H 1.08 -0.38 -1.97
H -1.28 1.14 -2.01
H 1.82 -1.59 0.27
H -0.72 -2.92 0.47
H 0.49 -2.52 1.83
H -0.17 2.73 0.25
H 1.53 2.58 -0.25
H 0.29 3.01 -1.44
H -0.82 0.12 2.05
H -1.56 -1.54 2.17
H -1.79 -0.52 0.64



Please write out number 8 again, unchanged.
92
Properties=species:S:1:pos:R:3 method="wB97M-V/def2-TZVPD" molar_mass_g_mol=662.03 gap_ha=0.2681 total_energy_ha=-4374.0452
C -2.36 -2.88 -0.01
C -3.28 -2.26 1.05
C -4.16 -1.14 0.48
C -3.45 0.21 0.40
C -3.42 0.93 1.75
C -2.60 2.23 1.81
C -1.28 2.26 1.03
P -0.03 0.95 1.36
C 0.30 0.42 -0.47
S 1.07 -1.20 -0.50
C 2.84 -0.82 -0.33
C 3.51 -1.97 0.44
P 0.03 1.30 3.63
N 1.41 0.27 3.78
O -1.20 0.32 4.19
H -1.59 -3.51 0.42
H -2.95 -3.48 -0.71
H -1.86 -2.11 -0.60
H -2.66 -1.86 1.87
H -3.91 -3.04 1.48
H -5.07 -1.02 1.08
H -4.49 -1.45 -0.52
H -3.99 0.85 -0.32
H -2.44 0.06 0.01
H -3.13 0.25 2.55
H -4.46 1.21 1.97
H -2.42 2.50 2.85
H -3.23 3.02 1.41
H -0.76 3.19 1.32
H -1.46 2.34 -0.05
H -0.34 -0.44 1.63
H 1.33 1.38 1.42
H -0.59 0.38 -1.10
H 1.00 1.16 -0.89
H 2.95 0.13 0.18
H 3.27 -0.73 -1.33
H 3.68 -1.71 1.48
H 2.88 -2.87 0.43
H 4.46 -2.24 -0.02
H 1.40 -0.20 4.68
H 1.45 -0.46 3.06
H -1.23 -0.52 3.73
C -7.18 5.16 3.24
S -6.15 3.74 2.84
O -4.86 4.28 2.33
C -7.09 3.21 1.40
H -6.72 5.66 4.09
H -7.21 5.83 2.38
H -8.18 4.82 3.50
H -7.12 4.03 0.68
H -8.10 2.93 1.71
H -6.58 2.35 0.98
C 3.13 -7.56 0.96
S 3.29 -5.87 0.37
O 2.02 -5.18 0.74
C 3.18 -6.25 -1.37
H 3.13 -7.53 2.05
H 2.19 -7.97 0.60
H 3.98 -8.14 0.61
H 2.24 -6.77 -1.57
H 4.03 -6.87 -1.66
H 3.20 -5.32 -1.93
C 5.11 2.87 2.87
S 4.26 2.22 1.43
O 5.23 1.33 0.74
C 4.21 3.75 0.50
H 5.28 2.05 3.55
H 6.07 3.29 2.55
H 4.49 3.63 3.34
H 5.22 4.12 0.34
H 3.60 4.48 1.03
H 3.75 3.51 -0.46
C 0.25 4.23 -2.68
S 1.87 3.45 -2.57
O 2.87 4.49 -2.93
C 1.68 2.38 -3.99
H 0.19 4.97 -1.89
H 0.16 4.71 -3.66
H -0.52 3.47 -2.54
H 1.48 2.98 -4.87
H 0.87 1.67 -3.80
H 2.62 1.84 -4.11
C 0.87 -2.36 -4.03
S 1.24 -3.88 -4.91
O 2.05 -4.72 -3.99
C 2.40 -3.15 -6.08
H 0.19 -2.60 -3.22
H 1.79 -1.95 -3.62
H 0.39 -1.66 -4.72
H 3.21 -2.68 -5.52
H 1.88 -2.43 -6.70
H 2.79 -3.96 -6.69